Here is a structure of composition C39H47F9HfN5OP2 in a non-equilibrium geometry from the OMol25 dataset. Energies are from the ωB97M-V functional and the def2-TZVPD basis.

E_HOMO, eV: -16.24
F_max, eV/Å: 1.9
Lowest unoccupied orbital energy, eV: -9.188
ΔE to the lowest compared entry with this formula, charge and spin, kJ/mol: 0.0
Charge: +3

Last column: Löwdin charge in e.
Element x y z (Å)
1 H 3.24368 -3.60609 -0.70308  0.09
2 H 3.24362 -1.38963 0.77237  0.09
3 C -2.59818 0.75688 -1.56786  -0.44
4 H -2.44578 0.11667 -3.63388  0.12
5 C -3.08962 0.21521 -2.76285  -0.09
6 C -4.42435 -0.14979 -2.86199  -0.03
7 F 4.13802 -3.01164 -2.51861  0.18
8 C -0.09727 2.54831 -4.00380  -0.07
9 H -2.11120 -0.86766 -0.60647  0.01
10 F 5.44582 -0.58731 -2.57813  0.23
11 H -1.37309 -3.53918 2.64742  0.14
12 H -2.32967 3.18367 1.25499  0.10
13 H 3.28139 -5.04588 0.26405  0.15
14 C 2.74439 -4.10731 0.11819  -0.14
15 H 2.51728 -0.21331 2.57311  0.09
16 F 3.40924 0.66205 -4.06923  0.23
17 C -1.37636 1.71672 2.51285  -0.38
18 H -2.93900 5.10392 -3.47702  0.12
19 F 2.12870 -2.81842 -3.28581  0.15
20 H -3.08619 1.32615 0.44688  0.07
21 H -3.29802 -1.96028 2.72357  0.15
22 H 1.08994 -2.42517 3.96455  0.14
23 C 1.54937 2.65494 3.04738  -0.05
24 H -3.65888 -1.92850 0.36100  0.13
25 C -2.13573 4.39302 -3.62543  -0.03
26 H -2.28743 -0.67581 2.12033  0.08
27 H -2.60264 3.32128 -1.84756  0.11
28 H 0.98288 3.64067 -0.40500  0.09
29 C 3.77508 2.27507 1.39678  -0.04
30 H 2.45769 1.26021 0.07355  0.07
31 C -5.27775 0.02454 -1.77411  -0.03
32 C -0.07818 3.57124 -0.17411  -0.08
33 C -1.31943 4.48128 -4.75124  -0.03
34 H 2.88897 3.73121 4.33021  0.13
35 O 2.21171 -1.12045 -1.27388  -0.28
36 C -3.45166 0.91469 -0.48149  -0.10
37 H 0.30898 3.59915 -5.82780  0.12
38 C -1.69779 -2.61128 -1.50043  -0.18
39 H -3.89755 2.85378 5.22248  0.13
40 C 1.02974 -1.65288 3.20011  -0.16
41 H 0.76241 -4.80997 0.61785  0.13
42 H 1.30520 -5.26358 -0.98245  0.14
43 P -0.13860 1.27633 1.27253  0.91
44 N 0.52736 -3.31747 -0.84291  -0.13
45 F 3.78379 -1.92627 -4.34230  0.24
46 H 1.00571 -3.09831 -1.72062  0.09
47 H -4.80749 -0.54964 -3.79354  0.13
48 H 4.85495 3.39292 2.87917  0.13
49 N 0.10282 -2.12517 2.12303  -0.13
50 N -0.53109 2.14401 -0.13230  -0.49
51 F 4.44890 0.84586 -1.31705  0.19
52 H -2.71023 -2.92792 -1.75247  0.15
53 C -0.31417 3.55396 -4.94312  -0.03
54 C -0.82533 -3.79899 -1.22001  -0.16
55 F 2.10453 1.24714 -2.44561  0.13
56 C -1.34677 1.15180 3.79302  -0.12
57 H -0.25646 4.02567 0.79895  0.09
58 H -1.31753 -2.03298 -2.34838  0.12
59 C 2.88233 -3.29387 1.38291  -0.15
60 C 3.30800 -2.17450 -3.14449  -0.54
61 C -1.93535 3.38804 -2.70004  -0.12
62 C -1.23626 -2.45940 2.73461  -0.15
63 H 2.28316 -3.73777 2.18405  0.13
64 H -2.66661 -3.34032 0.68660  0.13
65 C -3.21458 3.11521 3.20587  -0.03
66 H -1.48856 5.26048 -5.48417  0.13
67 F 4.76624 -1.16492 -0.60733  0.16
68 C 2.39376 -1.28977 2.63049  -0.15
69 N 2.48499 -1.85187 1.26393  -0.13
70 Hf 0.57196 -1.08084 -0.04073  1.71
71 H 3.91257 -3.30836 1.73960  0.15
72 H 4.63317 2.15309 0.74900  0.11
73 H 0.48820 -3.01818 1.82935  0.06
74 C -2.31004 2.71070 2.22886  -0.10
75 F 1.48311 -0.31234 -3.83709  0.17
76 C 2.54341 1.75580 1.04104  -0.15
77 H -0.63715 4.12932 -0.91067  0.07
78 H -1.21693 -4.38015 -0.38681  0.12
79 C 3.89488 2.98095 2.59217  -0.02
80 C 1.31843 -4.45308 -0.25395  -0.15
81 C 4.47668 -0.42672 -1.69951  -0.54
82 H 0.69181 2.82504 3.68626  0.11
83 C -4.79231 0.55500 -0.58840  -0.05
84 H 3.19455 -1.67569 3.25972  0.14
85 H -1.17832 -2.23968 3.79901  0.13
86 C 1.42404 1.93305 1.86448  -0.40
87 C -2.67824 -2.24990 0.71289  -0.16
88 C -3.19230 2.53379 4.46513  -0.03
89 C -2.41717 -1.75871 2.11093  -0.16
90 H -0.60699 0.40846 4.05558  0.08
91 H 0.66806 1.84204 -4.20564  0.07
92 H -6.32323 -0.24456 -1.85813  0.13
93 C 2.52199 0.22536 -3.19299  -0.59
94 P -0.83086 1.18530 -1.54865  1.00
95 H 0.58409 -0.78275 3.66276  0.08
96 C -0.88633 2.46858 -2.86145  -0.34
97 C -2.25274 1.55184 4.76202  -0.04
98 H -0.76680 -4.46507 -2.07986  0.15
99 C 3.09623 -0.87277 -2.29183  -0.24
100 H -3.93287 3.89392 2.98030  0.13
101 H -2.22157 1.10932 5.75011  0.12
102 H -5.45722 0.70143 0.25456  0.12
103 N -1.68787 -1.74316 -0.29369  -0.16
104 C 2.78993 3.17021 3.40932  -0.02